Below is a 5-piece molecular cluster, C28H32N6O9P overall, with properties calculated with the ωB97M-V functional and the def2-TZVPD basis.

Geometry as XYZ:
```
76
Properties=species:S:1:pos:R:3:forces:R:3:lowdin_charge:R:1
O 3.7441 -1.6013 -1.2514 -0.057 0.196 -0.612 -0.396
P 3.8337 -2.1121 0.1277 0.098 -0.023 0.012 0.774
C 2.1178 -2.4255 0.7085 0.122 0.232 0.043 -0.357
C 1.7317 -3.8894 0.6091 -0.195 -0.201 0.057 -0.207
N 0.2855 -4.0740 0.6378 -0.033 0.040 -0.330 -0.035
C -0.5337 -2.9406 1.0283 -0.036 -0.039 0.017 -0.168
C -0.1768 -1.6083 0.3421 0.038 0.053 0.026 -0.080
N 1.2175 -1.6623 -0.2203 -0.085 -0.076 0.511 0.056
H 4.3982 -1.2469 1.0606 0.125 -0.021 0.210 -0.001
H 4.4842 -3.3413 0.2967 0.026 -0.093 0.174 0.039
H 1.9584 -2.0054 1.7016 -0.068 -0.077 0.131 0.115
H 2.1247 -4.2921 -0.3305 0.018 -0.033 0.001 0.126
H 2.2324 -4.4424 1.4095 -0.039 0.071 0.085 0.125
H -0.0543 -4.5060 -0.2072 0.012 -0.047 0.016 0.116
H -1.5657 -3.1767 0.7777 -0.019 -0.040 0.090 0.130
H -0.5004 -2.8070 2.1081 0.104 -0.016 0.101 0.104
H -0.8093 -1.3531 -0.4984 -0.166 -0.016 0.020 0.098
H -0.1887 -0.7922 1.0638 -0.005 0.048 -0.057 0.137
H 1.2309 -2.1140 -1.1365 0.031 0.155 -0.111 0.165
H 1.5672 -0.7147 -0.3662 0.024 -0.019 -0.269 0.171
C 8.1220 3.4163 2.1032 -0.005 -0.006 0.001 -0.052
C 7.5397 3.6608 3.3398 0.034 0.016 -0.040 -0.049
C 6.5682 2.8067 3.8313 0.025 0.099 0.078 0.008
C 6.2023 1.7181 3.0610 0.094 -0.059 0.065 -0.150
C 6.7674 1.4526 1.8268 0.035 -0.041 -0.112 -0.003
C 7.7359 2.3163 1.3479 0.028 0.049 0.009 -0.054
N 5.1785 0.8159 3.5841 -0.581 -0.070 -0.007 -0.323
O 4.6558 1.0808 4.6454 0.232 -0.017 -0.090 0.096
O 4.8457 -0.1540 2.9046 0.239 0.139 0.043 -0.006
H 8.8825 4.0862 1.7259 0.005 0.009 -0.006 0.114
H 7.8427 4.5175 3.9246 0.006 0.010 0.005 0.115
H 6.1041 2.9804 4.7903 -0.023 -0.045 -0.002 0.124
H 6.4601 0.5926 1.2519 -0.027 -0.020 0.045 0.110
H 8.1907 2.1297 0.3854 0.009 0.001 -0.010 0.113
C -3.5104 -2.4518 -5.9886 0.008 0.003 0.007 -0.050
C -4.0015 -1.1993 -5.6462 -0.006 -0.036 -0.026 -0.044
C -3.3513 -0.4338 -4.6939 -0.101 0.068 0.001 0.013
C -2.2134 -0.9501 -4.1003 0.035 0.016 0.004 -0.146
C -1.7052 -2.1951 -4.4249 0.093 -0.085 -0.004 -0.008
C -2.3653 -2.9488 -5.3790 -0.038 0.000 -0.033 -0.057
N -1.5222 -0.1338 -3.0952 0.037 0.092 -0.029 -0.327
O -1.9613 0.9640 -2.8496 0.009 0.018 0.065 0.098
O -0.5268 -0.5983 -2.5459 0.013 -0.186 -0.033 0.016
H -4.0197 -3.0425 -6.7376 -0.008 -0.008 -0.003 0.115
H -4.8921 -0.8144 -6.1225 -0.009 0.006 -0.004 0.117
H -3.7239 0.5407 -4.4154 0.026 0.009 0.025 0.105
H -0.8050 -2.5603 -3.9552 0.013 0.041 0.025 0.112
H -1.9823 -3.9216 -5.6534 0.004 -0.008 -0.003 0.113
C 1.5429 -2.0746 4.5722 0.036 -0.032 0.011 -0.088
C 0.3029 -2.5377 4.9972 0.049 -0.019 -0.036 -0.073
C -0.7067 -1.6367 5.2960 -0.054 -0.126 0.032 -0.003
C -0.4433 -0.2865 5.1691 -0.043 0.025 -0.011 -0.143
C 0.7853 0.1972 4.7644 0.070 0.070 -0.120 0.006
C 1.7873 -0.7107 4.4564 -0.046 -0.103 -0.085 -0.068
N -1.5229 0.6785 5.4741 0.037 -0.061 0.028 -0.353
O -2.5854 0.2255 5.8425 -0.017 0.032 -0.014 0.089
O -1.2732 1.8555 5.3281 -0.027 0.044 -0.009 0.088
H 2.3369 -2.7830 4.3626 -0.005 0.013 0.009 0.108
H 0.1242 -3.5989 5.1121 0.004 0.010 -0.011 0.113
H -1.6764 -1.9709 5.6333 -0.025 0.051 0.006 0.123
H 0.9527 1.2613 4.6908 -0.046 0.024 0.034 0.123
H 2.7567 -0.3545 4.1382 0.003 -0.021 0.085 0.066
C -5.3751 2.9327 -2.1306 -0.012 0.001 -0.009 -0.070
C -4.7076 3.0853 -3.3388 0.020 -0.012 0.026 -0.080
C -5.3677 3.6122 -4.4369 0.125 -0.058 -0.052 -0.004
C -6.6928 3.9751 -4.2977 -0.025 0.008 -0.032 -0.145
C -7.3778 3.8352 -3.1072 -0.091 -0.007 0.095 0.001
C -6.7067 3.3073 -2.0156 0.039 -0.021 0.015 -0.061
N -7.4016 4.5342 -5.4674 0.020 0.028 0.020 -0.353
O -6.7810 4.6206 -6.5073 -0.020 -0.013 -0.007 0.079
O -8.5556 4.8726 -5.3135 -0.002 -0.013 -0.016 0.087
H -4.8531 2.5258 -1.2746 0.005 -0.002 0.007 0.106
H -3.6680 2.7991 -3.4245 0.015 0.025 0.019 0.087
H -4.8679 3.7411 -5.3851 -0.039 0.039 -0.028 0.120
H -8.4131 4.1329 -3.0388 -0.008 0.024 -0.051 0.122
H -7.2260 3.1918 -1.0744 -0.006 0.002 0.009 0.110
```
Positions in Å, forces in eV/Å.

Computed properties:
**E_LUMO**: -3.29 eV
**HOMO energy**: -11.6 eV
**Total charge**: +1
**Gap between HOMO and LUMO**: 8.3 eV

***

Below is a 5-piece molecular cluster, C28H32NO4P overall, with properties calculated with the ωB97M-V functional and the def2-TZVPD basis.

Geometry as XYZ:
```
66
Properties=species:S:1:pos:R:3:forces:R:3:lowdin_charge:R:1
C 2.0270 -4.0639 1.0936 0.599 -0.170 0.014 -0.034
C 0.6868 -3.7696 2.0161 0.351 -0.218 -0.543 -0.242
O 1.1503 -2.5719 2.7931 -1.394 2.627 -3.240 -0.060
C 0.9133 -1.4483 1.8268 1.103 4.495 0.232 -0.215
O 1.3252 -0.1646 1.9282 -2.628 -9.404 -0.446 0.006
O 0.0619 -1.9269 0.6881 1.427 0.208 4.116 -0.129
C -0.6316 -3.0768 1.3308 0.631 0.466 2.468 -0.376
P -1.8557 -4.1265 0.3075 -1.154 -0.353 -1.818 0.882
N -2.0769 -5.6888 1.1584 1.148 2.126 1.765 -0.214
O -3.4035 -3.3027 0.4518 2.889 -0.459 2.704 -0.351
H 2.2964 -5.1986 0.9847 -0.830 2.115 0.177 0.089
H 1.9970 -3.5743 0.0311 -0.179 -0.929 2.069 0.104
H 2.9410 -3.5659 1.6782 -2.100 -1.128 -1.260 0.101
H 0.4306 -4.7086 2.6810 0.592 2.363 -0.902 0.158
H -1.2328 -2.5217 2.1850 0.999 -1.516 -1.151 0.148
H -1.3117 -6.3641 0.9355 -0.815 0.899 -0.015 0.037
H -2.0253 -5.5029 2.2043 -0.261 -0.745 -1.456 0.043
H -3.4664 -2.9140 1.3902 -0.195 -0.708 -1.923 0.069
C 0.9854 1.3463 -3.6085 -0.016 -0.108 0.122 -0.104
C 0.1000 0.3608 -4.0439 0.046 -0.028 0.114 -0.119
C -0.3557 -0.6111 -3.1537 0.150 0.198 0.015 -0.090
C 0.0777 -0.6002 -1.8277 -0.121 0.029 -0.345 -0.084
C 0.9704 0.3799 -1.3945 -0.020 -0.016 -0.091 -0.079
C 1.4232 1.3540 -2.2838 -0.135 -0.115 -0.124 -0.088
H 1.3351 2.1074 -4.3007 -0.049 -0.101 0.086 0.101
H -0.2358 0.3506 -5.0779 0.046 0.017 0.134 0.100
H -1.0484 -1.3770 -3.4925 0.084 0.101 0.049 0.101
H -0.2791 -1.3556 -1.1332 0.099 0.394 -0.523 0.071
H 1.3130 0.3851 -0.3626 -0.100 0.031 -0.161 0.078
H 2.1171 2.1191 -1.9455 -0.102 -0.101 -0.039 0.101
C -1.5151 1.6034 2.0076 -0.147 0.046 -0.011 -0.085
C -1.6774 2.1000 3.3006 -0.128 0.045 -0.110 -0.092
C -2.6315 3.0846 3.5556 0.001 -0.047 -0.169 -0.100
C -3.4212 3.5763 2.5160 0.152 -0.132 -0.012 -0.098
C -3.2525 3.0862 1.2212 0.080 -0.043 0.112 -0.098
C -2.3010 2.0989 0.9668 -0.043 0.071 0.174 -0.086
H -0.7763 0.8314 1.8105 -0.088 0.215 0.007 0.070
H -1.0603 1.7189 4.1104 -0.073 0.053 -0.124 0.101
H -2.7601 3.4691 4.5641 0.019 -0.048 -0.141 0.098
H -4.1664 4.3415 2.7148 0.100 -0.093 -0.027 0.099
H -3.8637 3.4735 0.4097 0.074 -0.072 0.109 0.092
H -2.1713 1.7155 -0.0418 -0.003 0.031 0.110 0.096
C -3.4387 2.6048 -4.7468 -0.063 0.187 0.128 -0.092
C -2.7215 2.7818 -3.5640 -0.091 0.050 0.004 -0.083
C -3.0517 3.8224 -2.6963 -0.134 0.002 -0.158 -0.096
C -4.0973 4.6897 -3.0137 0.063 -0.155 -0.119 -0.098
C -4.8085 4.5184 -4.2011 0.098 -0.099 0.034 -0.101
C -4.4808 3.4755 -5.0670 0.112 0.006 0.153 -0.099
H -3.1856 1.7898 -5.4194 -0.021 0.104 0.089 0.098
H -1.9050 2.1076 -3.3177 -0.118 0.095 -0.028 0.081
H -2.4947 3.9579 -1.7729 -0.050 -0.021 -0.124 0.092
H -4.3565 5.4989 -2.3368 0.036 -0.091 -0.091 0.099
H -5.6196 5.1978 -4.4516 0.121 -0.109 0.041 0.099
H -5.0367 3.3407 -5.9911 0.071 0.022 0.132 0.098
C 6.0172 -0.7171 0.9117 -0.032 -0.081 0.187 -0.091
C 7.1489 -1.0794 1.6417 -0.139 -0.026 0.059 -0.099
C 7.0124 -1.6043 2.9264 -0.154 0.038 -0.076 -0.099
C 5.7433 -1.7632 3.4836 0.059 0.066 -0.201 -0.094
C 4.6121 -1.3923 2.7572 0.107 -0.022 -0.042 -0.101
C 4.7483 -0.8708 1.4709 0.160 -0.063 0.026 -0.090
H 6.1235 -0.3144 -0.0919 -0.018 -0.043 0.141 0.101
H 8.1381 -0.9532 1.2086 -0.150 -0.025 0.065 0.099
H 7.8945 -1.8897 3.4937 -0.123 0.045 -0.083 0.099
H 5.6366 -2.1746 4.4834 0.014 0.066 -0.121 0.100
H 3.6233 -1.5105 3.1934 0.141 0.066 -0.065 0.087
H 3.8665 -0.5840 0.9041 0.102 -0.008 0.105 0.090
```
Positions in Å, forces in eV/Å.

Computed properties:
**E_LUMO**: 0.12 eV
**HOMO energy**: -9.1 eV
**Structure (SMILES)**: C[C@H]1OC(=O)O[C@H]1P(N)O.c1ccccc1.c1ccccc1.c1ccccc1.c1ccccc1
**Gap between HOMO and LUMO**: 9.2 eV

***

Below is C28H32NO9PSV as an isolated structure, with properties calculated with the ωB97M-V functional and the def2-TZVPD basis.

Geometry as XYZ:
```
73
Properties=species:S:1:pos:R:3:forces:R:3:lowdin_spin:R:1
V 0.1722 0.1821 0.1675 -0.198 -0.619 0.096 1.868
O -3.2157 0.1450 2.2852 0.237 0.072 -0.092 0.001
C -2.9935 -1.0762 2.9425 -0.014 0.052 -0.019 0.000
C -2.5331 -2.1740 2.0081 -0.017 -0.006 -0.061 0.000
N -1.1613 -2.0135 1.5233 0.049 -0.047 -0.008 0.001
C -1.0116 -2.7338 0.2657 0.016 0.083 -0.001 0.002
C -1.6232 -1.9163 -0.8761 0.095 -0.015 0.228 0.006
O -2.3677 -2.4264 -1.6904 -0.018 0.014 -0.045 0.007
O -1.2547 -0.6702 -0.8733 0.179 0.257 -0.124 0.024
C -0.1692 -2.4031 2.5061 0.017 0.026 -0.082 0.001
C 1.1987 -1.7387 2.3170 -0.191 -0.069 -0.117 0.006
O 2.1156 -2.0636 3.0448 0.088 0.004 0.139 0.007
O 1.2905 -0.8582 1.3715 0.178 0.356 -0.298 0.021
H -2.3766 0.4400 1.8545 -0.214 -0.087 0.083 0.000
H -2.2851 -0.9646 3.7750 -0.011 -0.008 0.018 0.000
H -3.9493 -1.3821 3.3741 -0.025 0.007 0.040 0.000
H -2.6543 -3.1557 2.4976 0.003 -0.016 -0.011 0.000
H -3.1974 -2.1565 1.1417 -0.006 -0.024 -0.005 0.000
H 0.0542 -2.8490 0.0562 0.057 -0.051 -0.038 0.001
H -1.4670 -3.7315 0.2938 -0.003 -0.017 -0.013 0.000
H -0.5079 -2.1141 3.5011 -0.002 0.014 0.022 0.000
H -0.0015 -3.4899 2.5307 -0.019 -0.004 0.028 0.000
O 1.6785 3.4229 -2.2804 -0.055 -0.023 0.054 -0.001
S 1.4828 2.0081 -2.1175 0.197 0.057 -0.069 0.005
O 0.5214 1.3552 -2.9690 -0.043 -0.053 0.004 0.002
O 1.2473 1.6655 -0.6708 -0.173 -0.152 -0.019 0.016
C 3.0585 1.2418 -2.4737 0.015 -0.095 0.022 0.001
C 4.0741 2.0432 -2.9738 -0.049 0.030 0.031 0.000
C 5.3023 1.4843 -3.2877 0.049 -0.064 0.006 0.000
C 5.5151 0.1268 -3.0915 0.027 0.062 -0.016 0.000
C 4.4977 -0.6706 -2.5911 -0.041 0.020 0.018 0.000
C 3.2507 -0.1310 -2.2858 -0.087 0.089 0.053 -0.001
P 1.8554 -1.1716 -1.6803 0.009 -0.153 -0.064 -0.001
C 1.2753 -1.9360 -3.2392 0.056 0.028 -0.006 0.000
C -0.0051 -1.6439 -3.6945 0.038 -0.012 -0.006 0.000
C -0.4623 -2.1993 -4.8845 -0.024 -0.003 -0.010 0.000
C 0.3542 -3.0364 -5.6245 0.016 -0.010 0.011 0.000
C 1.6391 -3.3294 -5.1757 -0.015 -0.013 -0.022 0.000
C 2.0944 -2.7833 -3.9895 0.032 0.042 -0.042 0.000
C 2.7353 -2.5433 -0.8541 -0.026 -0.046 -0.043 0.000
C 2.3662 -3.8715 -1.0558 -0.008 -0.049 0.005 0.000
C 2.9303 -4.8833 -0.2886 0.009 -0.009 0.009 0.000
C 3.8648 -4.5777 0.6893 -0.014 0.003 -0.022 0.000
C 4.2301 -3.2550 0.9027 0.015 -0.060 0.013 0.000
C 3.6682 -2.2477 0.1396 -0.025 0.083 0.010 0.000
H 3.8822 3.1002 -3.1012 0.011 -0.028 0.002 0.000
H 6.0959 2.1099 -3.6764 -0.001 -0.002 -0.001 0.000
H 6.4774 -0.3131 -3.3242 -0.016 0.004 0.002 0.000
H 4.6779 -1.7244 -2.4205 0.007 0.001 -0.012 0.000
H -0.6420 -0.9864 -3.1226 -0.022 0.046 0.007 0.000
H -1.4670 -1.9759 -5.2201 0.016 -0.002 0.008 0.000
H -0.0056 -3.4691 -6.5505 0.000 0.008 0.009 0.000
H 2.2811 -3.9868 -5.7500 -0.006 0.010 0.006 0.000
H 3.0910 -3.0259 -3.6378 -0.028 0.028 -0.033 0.000
H 1.6340 -4.1202 -1.8157 0.012 -0.007 0.077 0.000
H 2.6303 -5.9111 -0.4542 0.002 0.013 0.000 0.000
H 4.2930 -5.3647 1.2976 -0.001 0.008 -0.004 0.000
H 4.9258 -3.0049 1.6922 0.000 0.019 -0.002 0.000
H 3.9257 -1.2146 0.3425 0.000 -0.037 0.011 0.000
C -1.4319 3.2200 2.4042 0.013 -0.017 0.016 -0.001
C -0.4303 2.0677 2.3783 -0.087 0.015 -0.010 0.006
C -0.4737 1.3003 3.7009 0.023 0.055 -0.009 0.001
C 0.9816 2.6066 2.1619 0.012 -0.022 -0.028 0.001
O -0.8347 1.1951 1.3229 -0.042 0.277 0.267 0.028
H -1.2016 3.9169 3.2152 -0.012 -0.016 -0.029 0.000
H -2.4401 2.8281 2.5486 0.004 0.016 0.003 0.000
H -1.3984 3.7573 1.4549 0.000 0.000 0.017 0.000
H -0.1363 1.9443 4.5174 -0.014 -0.037 0.007 0.000
H 0.1887 0.4330 3.6533 -0.003 0.021 0.016 0.000
H -1.4899 0.9703 3.9157 0.026 0.034 0.004 0.000
H 1.2525 3.2527 2.9997 0.023 0.013 -0.004 0.000
H 1.0514 3.1765 1.2364 -0.014 -0.015 0.023 0.000
H 1.7050 1.7871 2.1208 -0.004 0.022 0.002 0.000
```
Positions in Å, forces in eV/Å.

Computed properties:
**Energy relative to the best compared isomer or geometry (same formula, charge and spin)**: 1.4 kcal per mole
**E_LUMO (spin up / spin down)**: 2.60 / 2.60 eV
**HOMO energy (spin up / spin down)**: -5.9 / -6.3 eV
**2S+1**: 3
**Total charge**: -1
**Gap between HOMO and LUMO (spin up / spin down)**: 8.5 / 8.9 eV